1.
# C5H11NO3

A molecular structure, C5H11NO3 in a non-equilibrium geometry (ωB97M-V/def2-TZVPD, the OMol25 dataset).

The geometry in ORCA input format:
```
! RIJCOSX wB97M-V def2-TZVPD def2/J DEFGRID3
* xyz 0 1
C -0.6433 0.4070 -1.0034
C 0.1160 1.0910 -0.0071
C -0.1018 -0.7626 -1.7967
C 1.6253 0.9551 0.0491
C -0.7191 0.2573 1.4282
N 0.0677 -0.7617 1.9435
O -1.7087 -0.5893 0.2066
O 0.3468 -1.8338 -0.9812
O -1.3751 1.0174 2.1049
H -2.5797 -0.2039 0.3819
H -0.4318 -2.1140 -0.4770
H -1.4444 0.9529 -1.4937
H -0.2243 2.1070 0.1660
H 0.6817 -1.2324 1.2953
H 0.4418 -0.5581 2.8589
H -0.8647 -1.1061 -2.5028
H 0.7652 -0.4232 -2.3720
H 1.9913 1.2658 1.0291
H 1.9577 -0.0659 -0.1301
H 2.0992 1.5975 -0.6994
*
```

Computed properties:
**LUMO**: 0.4865 eV
**E_HOMO**: -8.5 eV
**Frontier orbital gap**: 8.99 eV
**Energy relative to the best compared isomer or geometry (same formula, charge and spin)**: 337.9 kJ/mol
**E**: -477.49678 Eh

---

2.
# C5H11NO4

2 unconnected molecules or ions with the total composition C5H11NO4 in a non-equilibrium geometry (ωB97M-V/def2-TZVPD, the OMol25 dataset).

The geometry in ORCA input format:
```
! RIJCOSX wB97M-V def2-TZVPD def2/J DEFGRID3
* xyz 0 1
C -2.3073 0.2316 0.2442
C 2.1184 1.5207 0.5621
C -0.3172 -0.1796 -1.9779
C 0.7960 -2.3021 1.0422
C 0.5606 -0.2240 0.1471
N -2.6263 1.5612 0.1898
O -3.0051 -0.6706 0.5920
O 0.7390 1.0980 0.2592
O 0.5923 -0.8065 -1.0742
O 1.0164 -0.8803 1.2201
H 2.6620 0.7168 0.9552
H 2.0584 2.4093 1.1155
H 2.5779 1.6590 -0.4633
H -1.1388 0.1188 -1.1956
H -0.5994 -1.0494 -2.6910
H 0.1899 0.6808 -2.4411
H 1.5402 -2.5955 0.3145
H -0.2906 -2.5237 0.7232
H 0.7614 -2.7940 2.0115
H -1.8928 2.1874 -0.1079
H -3.4351 1.8422 0.5744
*
```

Computed properties:
**LUMO (alpha / beta)**: 0.4078 / 0.8375 eV
**E_HOMO (alpha / beta)**: -6.4 / -7.3 eV
**Frontier orbital gap (alpha / beta)**: 6.79 / 8.16 eV
**Energy relative to the best compared isomer or geometry (same formula, charge and spin)**: 603.5 kJ/mol
**E**: -552.64904 Eh

---

3.
# C5H11NO4

2 unconnected molecules or ions with the total composition C5H11NO4 in a non-equilibrium geometry (ωB97M-V/def2-TZVPD, the OMol25 dataset).

The geometry in ORCA input format:
```
! RIJCOSX wB97M-V def2-TZVPD def2/J DEFGRID3
* xyz 0 1
C -1.9999 -0.1041 1.3063
C -1.5715 -0.5082 -1.2150
C 1.8048 0.8672 -0.6917
C 0.2417 -0.4210 0.5377
C -1.1136 0.2299 0.0488
N 2.7594 0.2202 -0.1649
O 3.3890 -0.8181 -0.9100
O 3.2031 0.5173 0.9019
O 0.5817 -1.5565 0.2183
O -1.0214 1.5648 -0.1732
H -1.4184 0.0410 2.2615
H -2.8778 0.5120 1.1748
H -2.2638 -1.1443 1.3363
H -1.0337 -1.4358 -1.4945
H -1.4845 0.3146 -2.0337
H -2.5818 -0.6707 -1.1417
H 1.4210 1.7905 -0.1249
H 1.2667 0.2848 -1.4728
H 0.7373 0.0288 1.3852
H 3.3324 -1.6680 -0.4418
H -1.3708 1.9555 0.6933
*
```

Computed properties:
**LUMO**: 0.4787 eV
**SMILES string**: C=[N+]([O-])O.CC(C)(O)C=O
**E_HOMO**: -9.2 eV
**Frontier orbital gap**: 9.64 eV
**Energy relative to the best compared isomer or geometry (same formula, charge and spin)**: 645.6 kJ/mol
**E**: -552.63301 Eh